Below is 2 unconnected molecules or ions with the total composition C27H31N3O5 at a distorted geometry, with properties calculated with ωB97M-V/def2-TZVPD.

Net charge: 0
ΔE to the lowest compared entry with this formula, charge and spin (kcal/mol): 180.2
HOMO energy (eV): -6.24
E_LUMO (eV): -2.589
Gap between HOMO and LUMO (eV): 3.648
2S+1: 1

Each line ends with the Löwdin charge.
Element x y z (Å)
1 C 4.02 -1.01 -0.13  -0.0615
2 C 2.68 -1.70 -0.27  -0.5467
3 C 2.03 -1.95 0.98  -0.0649
4 C 0.75 -2.58 1.15  -0.5340
5 C 0.42 -2.93 2.60  -0.0511
6 O -0.04 -2.84 0.24  -0.0254
7 O 2.24 -2.00 -1.39  -0.0390
8 H 4.21 -0.70 0.91  0.0571
9 H 4.82 -1.69 -0.44  0.0768
10 H 4.05 -0.14 -0.78  0.0576
11 H 2.56 -1.67 1.89  0.0608
12 H 1.06 -2.38 3.30  0.0597
13 H -0.63 -2.70 2.80  0.0614
14 H 0.58 -4.00 2.77  0.0801
15 C -1.44 -0.83 -5.34  -0.0014
16 N -0.55 0.08 -4.66  -0.0286
17 C 0.52 0.67 -5.26  -0.3638
18 O 0.87 0.50 -6.43  0.0904
19 C 1.21 1.57 -4.23  -0.1429
20 C 1.13 3.06 -4.56  -0.0866
21 C 1.80 3.42 -5.87  -0.2387
22 C 1.06 3.94 -6.93  -0.0391
23 C 1.67 4.17 -8.17  -0.0725
24 C 3.04 3.93 -8.33  -0.0802
25 C 3.79 3.46 -7.24  -0.0710
26 C 3.18 3.22 -6.01  -0.0408
27 N 0.50 1.18 -3.00  0.0819
28 C 0.86 1.70 -1.81  0.0409
29 C 0.20 1.42 -0.61  -0.0429
30 C 0.56 1.95 0.61  0.0490
31 C -0.19 1.74 1.82  -0.1825
32 C -1.34 0.91 1.85  0.0977
33 C -2.02 0.69 3.06  -0.1344
34 N -3.10 -0.24 3.10  -0.3106
35 O -3.66 -0.44 4.20  0.0660
36 O -3.44 -0.81 2.04  0.0732
37 C -1.62 1.32 4.25  0.0357
38 C -0.51 2.18 4.22  -0.0414
39 C 0.19 2.39 3.03  0.0045
40 C -0.66 0.30 -3.22  -0.4554
41 C -2.00 0.97 -2.90  0.0117
42 C -0.61 -1.04 -2.49  0.0125
43 H -1.24 -0.77 -6.42  0.0989
44 H -1.27 -1.86 -5.00  0.1023
45 H -2.47 -0.56 -5.14  0.0918
46 H 2.27 1.27 -4.16  0.1727
47 H 0.07 3.35 -4.60  0.1256
48 H 1.60 3.62 -3.73  0.1206
49 H -0.01 4.13 -6.79  0.1139
50 H 1.07 4.52 -9.01  0.1047
51 H 3.53 4.12 -9.29  0.1041
52 H 4.86 3.27 -7.35  0.1051
53 H 3.74 2.86 -5.15  0.1156
54 H 1.72 2.37 -1.82  0.1568
55 H -0.66 0.76 -0.64  0.0740
56 H 1.44 2.59 0.68  0.1326
57 H -1.69 0.40 0.96  0.1226
58 H -2.18 1.12 5.16  0.1273
59 H -0.20 2.68 5.14  0.1148
60 H 1.05 3.06 2.99  0.1209
61 H -2.13 1.87 -3.51  0.0976
62 H -2.80 0.26 -3.14  0.0923
63 H -2.07 1.23 -1.84  0.0760
64 H 0.27 -1.62 -2.79  0.0995
65 H -0.55 -0.92 -1.41  0.0652
66 H -1.53 -1.60 -2.72  0.1034

Below is C27H31N3O6S in the gas phase at a distorted geometry, with properties calculated with ωB97M-V/def2-TZVPD.

Net charge: 0
ΔE to the lowest compared entry with this formula, charge and spin (kcal/mol): 0.0
HOMO energy (eV): -9.06
E_LUMO (eV): -0.239
Gap between HOMO and LUMO (eV): 8.826
2S+1: 1
SMILES string: CCCc1nc2ccccc2c(C(=O)OCC(=O)Nc2cccc(S(=O)(=O)N3CCOCC3)c2)c1CC

Each line ends with the Löwdin charge.
Element x y z (Å)
1 C -5.70 -3.54 -1.59  -0.1094
2 C -4.60 -2.52 -1.29  -0.2473
3 C -4.76 -1.94 0.12  -0.1521
4 C -3.63 -1.01 0.48  -0.2157
5 N -2.69 -1.56 1.19  0.1723
6 C -1.63 -0.84 1.61  -0.2076
7 C -0.65 -1.47 2.40  -0.0120
8 C 0.41 -0.75 2.88  -0.0917
9 C 0.54 0.61 2.58  -0.0650
10 C -0.40 1.25 1.81  -0.0152
11 C -1.50 0.54 1.29  -0.0806
12 C -2.52 1.11 0.49  -0.0134
13 C -2.39 2.56 0.15  -0.4468
14 O -3.06 3.44 0.60  0.1617
15 O -1.35 2.74 -0.69  -0.0132
16 C -0.89 4.07 -0.90  -0.0449
17 C 0.55 4.20 -0.38  -0.4347
18 O 0.99 5.22 0.09  0.0970
19 N 1.24 3.03 -0.54  0.1394
20 C 2.54 2.72 -0.14  -0.1990
21 C 3.31 3.55 0.67  0.0077
22 C 4.58 3.18 1.04  -0.0493
23 C 5.12 1.97 0.61  -0.0548
24 C 4.35 1.16 -0.20  -0.2789
25 S 5.04 -0.35 -0.88  0.6787
26 O 6.31 -0.62 -0.27  -0.2788
27 O 4.98 -0.26 -2.31  -0.2758
28 N 3.89 -1.49 -0.41  -0.2325
29 C 3.97 -1.79 1.01  -0.1751
30 C 2.85 -2.77 1.36  -0.1904
31 O 2.93 -3.94 0.59  -0.1217
32 C 2.85 -3.65 -0.78  -0.1832
33 C 3.98 -2.71 -1.20  -0.1756
34 C 3.07 1.50 -0.57  0.0052
35 C -3.59 0.35 0.07  -0.0854
36 C -4.64 0.98 -0.81  -0.1716
37 C -4.12 1.20 -2.24  -0.0639
38 H -5.57 -3.95 -2.59  0.0694
39 H -6.68 -3.07 -1.53  0.0728
40 H -5.67 -4.36 -0.88  0.0733
41 H -3.63 -3.00 -1.36  0.1154
42 H -4.64 -1.72 -2.03  0.0905
43 H -4.74 -2.76 0.84  0.1183
44 H -5.72 -1.43 0.20  0.1124
45 H -0.78 -2.51 2.63  0.1160
46 H 1.15 -1.23 3.50  0.1035
47 H 1.38 1.17 2.97  0.1076
48 H -0.31 2.31 1.63  0.1122
49 H -1.53 4.78 -0.36  0.1370
50 H -0.91 4.29 -1.97  0.1465
51 H 0.73 2.28 -0.99  0.1478
52 H 2.90 4.50 0.99  0.1052
53 H 5.17 3.83 1.67  0.1112
54 H 6.12 1.66 0.87  0.1129
55 H 3.84 -0.85 1.55  0.1232
56 H 4.95 -2.22 1.25  0.1306
57 H 2.94 -3.09 2.40  0.1309
58 H 1.88 -2.28 1.20  0.1087
59 H 2.93 -4.60 -1.31  0.1303
60 H 1.88 -3.18 -1.01  0.1305
61 H 3.90 -2.42 -2.25  0.1206
62 H 4.95 -3.20 -1.03  0.1374
63 H 2.52 0.83 -1.20  0.1247
64 H -5.53 0.35 -0.85  0.1028
65 H -4.92 1.94 -0.39  0.1169
66 H -4.90 1.62 -2.86  0.0791
67 H -3.79 0.26 -2.68  0.0707
68 H -3.27 1.88 -2.24  0.0649

Below is a molecular structure, C27H31N7S2SbW at a distorted geometry, with properties calculated with ωB97M-V/def2-TZVPD.

Net charge: +3
ΔE to the lowest compared entry with this formula, charge and spin (kcal/mol): 7.5
HOMO energy (spin up / spin down) (eV): -15.72 / -15.72
E_LUMO (spin up / spin down) (eV): -9.938 / -9.941
Gap between HOMO and LUMO (spin up / spin down) (eV): 5.785 / 5.783
2S+1: 1

Each line ends with the Löwdin charge.
Element x y z (Å)
1 W -0.10 -0.46 0.02  1.4833
2 C 1.56 -2.52 -2.51  -0.0256
3 C 1.88 -1.06 -2.54  -0.3257
4 C 2.66 -0.55 -3.58  0.0317
5 C 3.05 0.77 -3.58  0.0138
6 C 2.72 1.57 -2.49  -0.0904
7 C 1.94 1.03 -1.49  -0.4766
8 N 1.49 -0.25 -1.54  -0.1784
9 Sb 1.99 2.04 0.41  1.6439
10 C 2.41 0.10 1.33  -0.4322
11 C 3.44 0.12 2.24  -0.0887
12 C 3.92 -1.09 2.74  0.0161
13 C 3.37 -2.26 2.28  0.0293
14 C 2.33 -2.24 1.36  -0.2651
15 C 1.81 -3.54 0.84  -0.0065
16 N 1.84 -1.06 0.92  -0.0770
17 C -0.14 2.30 0.78  -0.4973
18 C -0.40 3.60 1.18  -0.1123
19 C -1.70 3.95 1.51  0.0185
20 C -2.66 2.96 1.47  0.0174
21 C -2.36 1.66 1.07  -0.2469
22 C -3.50 0.68 1.07  0.0023
23 N -1.09 1.35 0.69  -0.0773
24 H 1.38 -2.89 -3.52  0.1098
25 H 0.70 -2.76 -1.90  0.0374
26 H 2.43 -3.06 -2.12  0.1069
27 H 2.95 -1.22 -4.38  0.1435
28 H 3.65 1.17 -4.39  0.1413
29 H 3.07 2.59 -2.42  0.1176
30 H 3.88 1.06 2.56  0.1080
31 H 4.74 -1.10 3.46  0.1398
32 H 3.75 -3.22 2.61  0.1437
33 H 2.62 -4.05 0.30  0.1131
34 H 0.98 -3.43 0.16  0.0356
35 H 1.52 -4.20 1.66  0.1111
36 H 0.40 4.33 1.23  0.1029
37 H -1.95 4.95 1.82  0.1429
38 H -3.68 3.18 1.75  0.1382
39 H -4.38 1.18 1.47  0.1015
40 H -3.30 -0.19 1.70  0.0865
41 H -3.73 0.33 0.07  0.0842
42 N -3.46 -1.64 -2.74  0.1479
43 C -2.58 -1.43 -1.77  -0.7117
44 S -1.06 -0.61 -2.11  0.8464
45 N -2.74 -1.86 -0.55  0.0434
46 N -1.83 -1.37 0.29  -0.2977
47 C -1.04 -2.26 0.99  -0.1641
48 C -0.78 -1.87 2.39  -0.2727
49 C -0.91 -2.58 3.56  0.0417
50 C -0.61 -1.91 4.74  0.0138
51 C -0.19 -0.58 4.70  0.0036
52 C -0.06 0.04 3.47  -0.0758
53 N -0.35 -0.60 2.35  -0.0089
54 H -3.25 -1.43 -3.70  0.1183
55 H -4.30 -2.17 -2.54  0.1391
56 H -1.13 -3.29 0.66  0.1432
57 H -1.25 -3.61 3.57  0.1399
58 H -0.71 -2.41 5.70  0.1368
59 H 0.04 -0.04 5.61  0.1307
60 H 0.26 1.07 3.39  0.1236
61 C -2.48 3.58 -2.46  -0.3706
62 S -0.79 2.93 -2.45  0.6950
63 C -0.50 2.82 -4.23  -0.3771
64 H -2.50 4.58 -2.88  0.0543
65 H -2.83 3.61 -1.43  0.0161
66 H -3.13 2.92 -3.04  0.0470
67 H -1.30 2.25 -4.70  0.0462
68 H 0.44 2.30 -4.38  0.0177
69 H -0.44 3.81 -4.67  0.0537

- What is the ΔE to the lowest compared entry with this formula, charge and spin in the third record?
  7.5 kcal/mol

- The highest net charge belongs to which entry?
  C27H31N7S2SbW